This record from the OMol25 dataset describes a 9-piece molecular cluster, C4H26N2O9S overall. The level of theory is ωB97M-V/def2-TZVPD.

Results
Spin multiplicity: 2
Orbital gap (alpha / beta): 8.217 / 3.595 eV
Max |F|: 9.20 eV/Å
Total charge: +1
HOMO (alpha / beta): -12.806 / -12.806 eV
ΔE to the lowest compared entry with this formula, charge and spin: 99.4 kcal per mole
LUMO (alpha / beta): -4.589 / -9.211 eV

XYZ file:
```
42
C4H26N2O9S | the OMol25 dataset | ωB97M-V/def2-TZVPD
O -0.901 -2.466 1.132
C -0.208 -3.341 0.639
N 1.068 -3.001 0.300
C 1.598 -1.676 0.653
C 3.106 -1.781 0.691
S 4.141 -2.257 -0.846
C 1.223 -0.783 1.830
N 1.144 0.680 1.320
H -0.488 -4.363 0.402
H 1.570 -3.617 -0.258
H 1.239 -1.207 -0.280
H 3.463 -0.829 1.103
H 3.220 -2.761 1.192
H 3.032 -2.276 -1.636
H 0.099 -1.046 1.994
H 1.675 -0.897 2.813
H 0.819 1.181 2.227
H 2.175 0.885 1.103
H -1.250 2.685 -1.760
H -0.271 3.720 -1.759
O -1.269 3.597 -1.780
H -2.130 4.222 1.580
H -0.602 4.649 1.121
O -1.285 4.571 1.758
H 4.366 1.553 -0.032
H 4.082 1.616 -1.477
O 4.051 1.131 -0.785
H -4.104 0.609 -2.500
H -4.865 -0.384 -1.550
O -4.253 -0.426 -2.272
H -3.516 -1.652 1.725
H -4.475 -0.596 2.397
O -3.604 -0.635 1.858
H -1.911 -0.144 -2.684
H -0.657 -0.287 -3.548
O -1.507 -0.517 -3.481
H -1.425 1.583 0.883
H -2.648 0.460 0.552
O -2.264 1.315 0.415
H 0.039 0.190 -0.837
H 1.148 1.358 -0.877
O 0.375 0.936 -1.327
```

=====

This record from the OMol25 dataset describes a 8-piece molecular cluster, C4H26N3O7 overall. The level of theory is ωB97M-V/def2-TZVPD.

Results
Spin multiplicity: 2
Orbital gap (alpha / beta): 2.495 / 8.565 eV
Max |F|: 3.57 eV/Å
Total charge: 0
HOMO (alpha / beta): -2.245 / -8.371 eV
LUMO (alpha / beta): 0.250 / 0.195 eV

XYZ file:
```
40
C4H26N3O7 | the OMol25 dataset | ωB97M-V/def2-TZVPD
C -1.975 -2.542 -0.963
C -2.202 -1.062 -0.584
C -1.032 -0.136 -0.834
C -0.299 -0.252 -1.971
N 0.703 0.732 -2.389
N -0.818 0.737 0.176
N -0.835 -3.165 -0.298
H -1.827 -2.373 -2.063
H -2.914 -3.079 -0.954
H -2.384 -1.107 0.507
H -3.086 -0.575 -1.097
H -0.399 -1.011 -2.744
H 0.206 1.675 -2.303
H 1.617 0.742 -1.827
H 0.783 0.717 -3.396
H -1.187 0.441 1.075
H 0.068 1.210 0.149
H -0.869 -2.878 0.700
H -0.999 -4.162 -0.388
H -0.562 5.010 0.343
H -1.091 3.879 1.176
O -0.576 4.040 0.369
H -0.887 3.644 -2.339
H 0.100 3.768 -1.336
O 0.005 3.279 -2.192
H 1.697 2.653 1.791
H 1.447 1.259 2.400
O 1.636 1.710 1.555
H 2.311 0.912 0.105
H 2.774 -0.328 -0.414
O 2.842 0.611 -0.670
H 2.473 -2.454 0.404
H 0.942 -2.229 0.011
O 1.727 -1.846 0.450
H 1.079 -2.561 2.111
H 1.286 -2.386 3.607
O 0.615 -2.650 2.962
H -1.644 -0.635 3.555
H -0.569 -1.325 2.890
O -1.132 -0.532 2.730
```

=====

This record from the OMol25 dataset describes a 9-piece molecular cluster, C4H26NO10 overall. The level of theory is ωB97M-V/def2-TZVPD.

Results
Orbital gap: 11.444 eV
Max |F|: 2.09 eV/Å
Total charge: +1
HOMO: -13.903 eV
ΔE to the lowest compared entry with this formula, charge and spin: 30.3 kcal per mole
LUMO: -2.460 eV

XYZ file:
```
41
C4H26NO10 | the OMol25 dataset | ωB97M-V/def2-TZVPD
O 3.647 1.222 0.665
C 2.575 0.704 1.236
C 1.484 0.476 0.188
N 1.300 -0.979 -0.261
C 2.598 -1.705 -0.106
C 0.150 0.975 0.750
O 2.370 0.516 2.398
H 4.414 1.586 1.142
H 1.684 1.033 -0.721
H 0.960 -0.882 -1.220
H 0.586 -1.464 0.295
H 2.481 -2.667 -0.605
H 2.785 -1.816 0.954
H 3.354 -1.183 -0.686
H -0.033 0.611 1.757
H 0.146 2.063 0.823
H -0.664 0.769 0.060
H -3.002 -0.350 -0.137
H -3.278 -1.004 1.209
O -2.617 -0.939 0.505
H -1.214 -1.070 -2.356
H -1.469 -2.549 -2.701
O -1.000 -1.989 -2.073
H -1.799 1.130 -2.512
H -1.110 0.666 -3.846
O -1.080 0.564 -2.883
H -2.486 2.810 -0.986
H -3.723 2.442 -1.753
O -2.771 2.312 -1.763
H -2.612 3.065 2.186
H -1.952 1.730 2.485
O -2.426 2.204 1.789
H -1.977 -1.839 4.062
H -1.706 -1.149 2.628
O -2.163 -1.117 3.474
H -0.515 -3.954 0.814
H -1.035 -3.131 -0.361
O -0.539 -3.049 0.477
H 0.721 1.115 -2.912
H 2.089 1.724 -3.390
O 1.663 0.915 -3.070
```

=====

This record from the OMol25 dataset describes a 10-piece molecular cluster, C4H27O11 overall. The level of theory is ωB97M-V/def2-TZVPD.

Results
Orbital gap: 9.156 eV
Max |F|: 1.51 eV/Å
Total charge: -1
HOMO: -6.099 eV
ΔE to the lowest compared entry with this formula, charge and spin: 0.0 kcal per mole
LUMO: 3.057 eV

XYZ file:
```
42
C4H27O11 | the OMol25 dataset | ωB97M-V/def2-TZVPD
C -0.719 0.495 0.017
C -1.530 -0.792 -0.178
C -1.525 -1.307 -1.639
O -0.331 -1.922 -1.996
C 0.788 0.232 0.083
O 1.526 1.167 -0.737
H -0.929 1.197 -0.793
H -1.062 1.002 0.921
H -2.571 -0.659 0.152
H -1.131 -1.611 0.423
H -2.376 -2.014 -1.737
H -1.760 -0.477 -2.327
H 1.034 -0.768 -0.268
H 1.197 0.376 1.083
H 1.628 0.790 -1.643
H -1.184 2.216 3.197
H -0.299 0.963 3.454
O -0.275 1.948 3.370
H -0.433 3.717 1.001
H -1.934 3.722 1.316
O -1.092 3.671 1.742
H 0.755 2.860 -0.653
H 1.451 3.933 0.129
O 0.614 3.791 -0.351
H -1.587 -2.078 -4.651
H -0.423 -2.147 -3.671
O -0.632 -2.013 -4.636
H 0.311 -2.702 -0.967
H 0.501 -4.179 -0.399
O 0.782 -3.278 -0.208
H 1.509 -2.774 2.629
H 0.558 -2.983 1.387
O 0.589 -2.865 2.393
H 0.784 -0.985 -2.554
H 1.015 -0.208 -3.880
O 1.433 -0.343 -3.011
H 2.490 2.362 1.911
H 2.703 2.055 0.437
O 2.912 2.724 1.121
H -1.672 -0.841 2.954
H -0.268 -1.501 3.111
O -0.850 -0.773 3.464
```

=====

This record from the OMol25 dataset describes a 9-piece molecular cluster, C4H28NO9 overall. The level of theory is ωB97M-V/def2-TZVPD.

Results
Orbital gap: 10.827 eV
Max |F|: 19.81 eV/Å
Total charge: +1
HOMO: -13.723 eV
ΔE to the lowest compared entry with this formula, charge and spin: 165.3 kcal per mole
LUMO: -2.896 eV

XYZ file:
```
42
C4H28NO9 | the OMol25 dataset | ωB97M-V/def2-TZVPD
O -2.730 0.859 -1.016
C -3.354 0.422 0.199
C -1.975 0.176 1.049
N -0.779 0.286 0.198
C -0.039 -1.017 0.070
C -1.847 1.095 2.276
H -2.923 0.263 -1.951
H -3.985 -0.440 0.325
H -3.994 1.347 0.627
H -1.936 -0.866 1.305
H -0.938 0.429 -0.767
H -0.217 1.124 0.630
H -0.742 -1.562 -0.620
H 0.108 -1.653 1.108
H 0.838 -0.693 -0.414
H -1.249 0.561 3.070
H -1.385 2.017 2.120
H -2.914 1.341 2.511
H -0.751 2.788 -2.874
H -2.323 2.317 -2.653
O -1.317 1.980 -2.646
H 2.547 0.790 -1.550
H 3.511 0.198 -2.625
O 3.418 0.906 -1.912
H 1.440 -3.731 1.600
H 0.193 -3.576 2.534
O 0.520 -3.293 1.669
H 0.897 2.654 2.823
H 0.858 3.457 1.227
O 0.534 2.701 1.866
H -1.398 -2.379 -3.250
H -1.007 -0.914 -3.244
O -1.343 -1.692 -2.908
H 1.722 -3.638 -1.497
H 3.026 -3.055 -0.890
O 2.206 -2.828 -1.357
H 3.581 2.121 1.084
H 2.596 2.885 -0.003
O 3.448 2.974 0.461
H 2.714 -1.763 0.427
H 2.669 -0.898 1.722
O 2.319 -1.697 1.276
```

=====

This record from the OMol25 dataset describes a 10-piece molecular cluster, C4H28NO9 overall. The level of theory is ωB97M-V/def2-TZVPD.

Results
Spin multiplicity: 2
Orbital gap (alpha / beta): 8.619 / 5.072 eV
Max |F|: 2.87 eV/Å
Total charge: +2
HOMO (alpha / beta): -16.747 / -16.746 eV
ΔE to the lowest compared entry with this formula, charge and spin: 0.0 kcal per mole
LUMO (alpha / beta): -8.127 / -11.674 eV

XYZ file:
```
42
C4H28NO9 | the OMol25 dataset | ωB97M-V/def2-TZVPD
C 0.663 -4.285 -0.716
C 0.836 -2.822 -0.159
C -0.217 -1.942 -0.643
C -1.590 -2.018 -0.502
N 0.182 -0.690 -1.206
H 1.397 -4.908 -0.219
H -0.335 -4.642 -0.444
H 0.630 -4.213 -1.797
H 0.745 -2.807 0.935
H 1.836 -2.448 -0.369
H -2.123 -2.664 0.187
H -2.229 -1.303 -0.973
H -0.402 0.098 -0.837
H 0.038 -0.589 -2.244
H 1.141 -0.280 -1.118
H 1.027 -2.056 2.599
H 1.769 -2.425 3.843
O 1.783 -1.782 3.120
H -1.964 1.340 0.401
H -2.082 1.504 -1.058
O -2.164 0.808 -0.385
H -1.271 2.559 4.066
H -1.615 1.824 2.749
O -1.794 2.625 3.260
H 2.474 -2.324 -2.751
H 2.031 -1.908 -4.134
O 1.883 -1.703 -3.200
H -0.684 0.941 -4.042
H 0.689 0.490 -3.907
O 0.015 0.935 -3.365
H 2.148 1.640 -1.265
H 1.564 1.966 0.080
O 1.792 1.204 -0.476
H 0.580 0.618 2.326
H 0.045 1.511 1.239
O -0.213 0.754 1.782
H -0.234 3.594 2.122
H 1.334 3.578 2.049
O 0.532 3.582 1.514
H -1.391 3.489 0.780
H -2.593 3.435 -0.170
O -1.933 2.883 0.265
```

=====

This record from the OMol25 dataset describes a 10-piece molecular cluster, C4H28O10 overall. The level of theory is ωB97M-V/def2-TZVPD.

Results
Orbital gap: 9.506 eV
Max |F|: 1.50 eV/Å
SMILES string: CO.CO.CO.CO.O.O.O.O.O.O
Total charge: 0
HOMO: -9.655 eV
ΔE to the lowest compared entry with this formula, charge and spin: 31.2 kcal per mole
LUMO: -0.149 eV

XYZ file:
```
42
C4H28O10 | the OMol25 dataset | ωB97M-V/def2-TZVPD
C -2.812 -4.297 0.359
O -2.974 -3.038 0.983
H -1.778 -4.451 -0.012
H -3.117 -5.150 1.006
H -3.531 -4.319 -0.439
H -2.188 -2.859 1.542
C 2.387 3.244 1.470
O 1.715 2.115 0.848
H 1.885 3.641 2.340
H 3.425 2.978 1.719
H 2.396 4.014 0.724
H 1.626 1.423 1.531
C 4.229 -0.468 0.096
O 2.988 -0.969 0.583
H 4.226 0.618 0.242
H 5.201 -0.859 0.444
H 4.207 -0.604 -0.982
H 2.737 -0.541 1.415
C -0.393 0.017 -0.943
O 0.394 -1.069 -0.357
H -0.876 0.631 -0.152
H 0.183 0.627 -1.630
H -1.225 -0.415 -1.493
H 1.328 -0.901 -0.511
O -1.018 0.948 -3.705
H -1.353 1.786 -3.352
H -0.389 1.299 -4.351
O -1.972 0.962 2.658
H -1.959 -0.001 2.537
H -2.258 1.343 1.807
O -0.916 3.376 0.484
H -0.173 2.835 0.800
H -1.108 4.007 1.191
O -0.317 -2.372 1.873
H 0.143 -1.888 2.575
H -0.144 -1.925 0.996
O -2.031 3.262 -2.151
H -1.626 3.324 -1.267
H -2.896 2.884 -1.999
O -0.402 -3.324 -2.476
H -0.247 -2.483 -2.044
H -1.366 -3.400 -2.357
```

=====

This record from the OMol25 dataset describes a 11-piece molecular cluster, C4H28O13 overall. The level of theory is ωB97M-V/def2-TZVPD.

Results
Orbital gap: 9.922 eV
Max |F|: 6.83 eV/Å
SMILES string: C[C@@H](O)CC(=O)O.O.O.O.O.O.O.O.O.O.O
Total charge: 0
HOMO: -10.023 eV
ΔE to the lowest compared entry with this formula, charge and spin: 0.0 kcal per mole
LUMO: -0.101 eV

XYZ file:
```
45
C4H28O13 | the OMol25 dataset | ωB97M-V/def2-TZVPD
C 2.890 -0.927 -0.931
C 1.542 -0.971 -0.180
O 1.337 -0.458 1.133
C 0.477 -0.092 -1.019
C -0.592 0.585 -0.160
O -0.693 1.762 0.056
O -1.387 -0.350 0.268
H 3.664 -0.873 -0.141
H 3.032 0.028 -1.454
H 2.961 -1.822 -1.632
H 0.960 -1.932 0.045
H 1.791 0.399 1.324
H 0.965 0.514 -1.742
H 0.026 -0.726 -1.740
H -1.978 0.088 1.106
O -3.095 0.709 2.572
H -3.051 0.183 3.378
H -3.938 1.305 2.702
O -0.672 2.827 2.265
H -1.440 3.019 2.845
H -0.812 2.402 1.489
O -3.902 -1.479 -0.366
H -4.160 -2.322 -0.338
H -4.700 -1.123 -0.593
O -1.236 -2.003 2.851
H -0.677 -1.441 3.319
H -0.756 -2.373 2.135
O -1.640 -0.867 -3.296
H -2.026 -1.520 -2.702
H -0.876 -1.341 -3.886
O 3.528 2.498 0.916
H 3.930 2.154 1.686
H 2.719 2.718 1.150
O 0.779 -2.761 -1.924
H 0.591 -3.581 -2.226
H -0.198 -2.359 -1.660
O 0.690 -1.656 -4.471
H 0.977 -1.755 -3.597
H 0.998 -0.819 -4.683
O 0.979 3.842 -1.191
H 0.509 4.369 -0.555
H 0.402 3.126 -1.338
O 0.966 0.971 3.855
H 0.663 1.710 3.403
H 0.455 0.341 3.326
```

=====

Number 1: molecular weight 278.32 g/mol. Number 2: molecular weight 228.27 g/mol. Number 3: molecular weight 248.25 g/mol. Number 4: molecular weight 251.25 g/mol. Number 5: molecular weight 234.27 g/mol. Number 6: molecular weight 234.27 g/mol. Number 7: molecular weight 236.26 g/mol. Number 8: molecular weight 284.25 g/mol.